1.
190
Properties=species:S:1:pos:R:3:mulliken_charge:R:1 method="wB97M-V/def2-TZVPD" mol_weight_g_mol=1121.426 orbital_gap_ev=9.87 fmax_ha_per_bohr=0.0764
C 3.751 0.757 1.492 -0.65
C 4.627 1.874 0.846 0.90
C 6.106 1.478 0.909 -1.52
O 4.164 2.274 -0.484 -0.42
H 4.117 0.727 2.526 0.46
H 3.905 -0.167 0.960 0.15
H 2.661 0.933 1.502 -0.28
H 4.570 2.802 1.455 0.12
H 6.750 2.200 0.382 0.40
H 6.267 0.487 0.432 0.09
H 6.298 1.465 1.981 0.48
H 3.928 1.540 -1.062 0.11
C 3.728 0.467 6.687 -1.48
C 2.258 0.354 6.298 1.04
C 1.399 1.404 6.976 -1.22
O 1.934 0.525 4.892 0.04
H 4.126 1.415 6.263 0.26
H 4.358 -0.293 6.283 0.35
H 3.841 0.448 7.799 0.38
H 1.910 -0.714 6.515 0.05
H 1.613 1.392 8.103 0.40
H 0.325 1.197 6.758 0.16
H 1.626 2.398 6.678 0.26
H 2.287 -0.170 4.314 -0.08
C -0.269 -0.561 1.114 0.81
C -0.935 -1.093 -0.094 1.77
C -1.892 -2.141 0.276 -0.73
O -1.549 0.056 -0.718 0.80
H 0.611 0.072 0.894 -0.52
H 0.008 -1.342 1.803 -0.21
H -0.963 0.143 1.568 -0.60
H -0.258 -1.576 -0.757 -0.54
H -1.433 -3.193 0.320 -0.02
H -2.632 -2.223 -0.488 0.22
H -2.457 -1.862 1.171 -0.11
H -2.199 -0.196 -1.372 -0.60
C -2.780 -2.212 -3.514 0.22
O -2.977 -1.536 -2.513 -0.59
N -3.402 -1.886 -4.682 -0.35
N -2.050 -3.370 -3.583 -0.04
H -4.124 -1.220 -4.626 0.14
H -3.530 -2.483 -5.451 0.21
H -1.673 -3.785 -4.438 0.25
H -1.454 -3.560 -2.753 -0.04
C 0.917 3.108 -2.677 -0.02
O 1.480 2.560 -3.628 -0.91
N 0.919 4.472 -2.522 -0.17
N 0.175 2.382 -1.842 1.53
H 1.617 4.974 -2.983 0.35
H 0.897 4.724 -1.568 0.02
H -0.453 2.996 -1.286 -0.72
H 0.043 1.379 -1.977 -0.50
C -3.260 0.080 5.019 0.24
O -2.969 -0.170 3.831 -0.73
N -4.069 1.110 5.311 -0.34
N -2.709 -0.630 6.073 -0.33
H -4.561 1.098 6.207 0.22
H -4.608 1.541 4.546 0.21
H -2.807 -0.322 7.004 0.16
H -2.001 -1.262 5.745 0.24
C -5.944 0.480 -3.325 0.82
O -5.488 0.282 -4.447 -0.76
N -5.262 0.255 -2.194 0.28
N -7.243 1.027 -3.197 -0.48
H -4.415 -0.295 -2.417 -0.17
H -5.670 0.013 -1.279 0.13
H -7.683 1.006 -2.281 0.18
H -7.849 0.959 -4.031 0.28
C -1.631 4.873 -0.201 0.40
O -1.634 3.675 0.097 0.07
N -0.541 5.612 0.156 -0.31
N -2.622 5.424 -0.867 -0.39
H 0.128 5.297 0.905 0.15
H -0.591 6.635 -0.123 0.16
H -3.343 4.785 -1.202 0.10
H -2.564 6.247 -1.418 0.23
C 1.080 -3.310 -1.891 0.40
O 0.052 -3.984 -2.005 -0.71
N 1.144 -2.044 -2.417 0.59
N 2.312 -3.727 -1.437 -0.16
H 0.417 -1.642 -2.966 0.20
H 1.985 -1.575 -2.545 -0.66
H 2.333 -4.635 -0.901 0.26
H 2.898 -2.993 -1.036 -0.23
C 2.232 -6.723 1.274 0.51
O 2.728 -5.719 0.720 -0.56
N 1.240 -7.506 0.899 -0.22
N 2.896 -7.252 2.483 -0.64
H 1.185 -8.321 1.477 0.19
H 0.585 -7.408 0.160 0.22
H 2.291 -7.338 3.276 0.22
H 3.714 -6.765 2.722 0.25
C -4.245 2.313 1.857 0.52
O -5.063 2.281 2.778 -0.83
N -4.563 3.071 0.712 -0.18
N -3.146 1.594 1.794 0.81
H -5.017 3.957 0.943 0.34
H -3.698 3.169 0.172 -0.32
H -3.035 0.805 2.439 -0.26
H -2.553 1.540 0.979 -0.15
C -6.685 -0.620 2.672 -0.91
C -7.212 -0.629 1.267 -0.21
O -6.513 0.375 0.479 -0.53
H -5.621 -0.586 2.699 0.09
H -7.095 -1.519 3.288 0.34
H -7.000 0.244 3.139 0.37
H -8.316 -0.424 1.351 0.22
H -7.003 -1.592 0.657 0.28
H -6.572 1.201 0.966 0.24
C -1.060 -4.353 3.545 -1.13
C -1.738 -3.205 4.324 -0.14
O -0.889 -2.071 4.448 -0.39
H -0.695 -4.003 2.560 -0.09
H -1.788 -5.098 3.223 0.44
H -0.319 -4.832 4.086 0.49
H -1.895 -3.561 5.359 0.41
H -2.674 -2.980 3.815 0.21
H -1.279 -1.310 4.007 0.24
C 5.749 -3.040 -2.384 -1.29
C 5.673 -1.813 -1.466 -0.53
O 4.397 -1.563 -0.906 0.36
H 5.450 -3.920 -1.898 0.33
H 6.741 -3.254 -2.765 0.39
H 4.986 -2.800 -3.131 0.18
H 6.013 -0.922 -2.007 0.38
H 6.364 -1.968 -0.669 0.40
H 3.809 -1.249 -1.614 -0.17
C 3.000 -1.023 -5.125 -1.06
C 3.420 0.201 -4.389 0.10
O 2.763 0.276 -3.107 0.37
H 3.155 -1.798 -4.376 0.06
H 3.725 -1.403 -5.866 0.34
H 1.979 -1.180 -5.462 0.30
H 3.207 1.136 -4.908 0.08
H 4.478 0.143 -4.280 0.30
H 2.102 1.002 -3.203 -0.10
C 4.138 6.581 -1.642 -1.23
C 4.212 5.850 -0.294 -0.28
O 3.128 4.891 -0.193 -0.07
H 3.235 7.173 -1.623 0.34
H 3.976 5.951 -2.538 0.19
H 5.001 7.188 -1.690 0.43
H 4.196 6.531 0.524 0.40
H 5.130 5.300 -0.199 0.33
H 3.531 3.989 -0.474 0.20
C -2.400 -7.293 -2.904 -1.06
C -2.443 -6.647 -1.505 -0.10
O -1.122 -6.572 -0.990 -0.47
H -1.879 -8.211 -3.039 0.33
H -2.023 -6.618 -3.695 0.22
H -3.402 -7.531 -3.282 0.38
H -2.976 -7.279 -0.833 0.38
H -2.899 -5.582 -1.515 0.03
H -0.787 -5.811 -1.430 0.31
C 0.178 3.985 -7.110 -0.83
C 1.348 2.914 -6.911 -0.15
O 2.315 3.446 -6.020 -0.59
H -0.517 3.837 -7.949 0.38
H 0.692 4.952 -7.302 0.24
H -0.421 3.976 -6.200 0.04
H 1.858 2.718 -7.872 0.41
H 0.868 2.040 -6.530 0.14
H 2.065 3.104 -5.126 0.43
C 3.799 -3.116 2.832 -1.33
C 2.335 -2.644 2.896 1.60
O 2.156 -2.205 4.202 -0.66
H 3.740 -3.961 3.556 0.35
H 4.527 -2.328 3.083 0.26
H 4.097 -3.571 1.851 0.19
H 1.665 -3.490 2.672 -0.15
H 2.202 -1.836 2.179 -0.51
H 1.221 -2.032 4.316 0.19
C -2.736 1.897 -3.771 -0.38
C -3.049 3.354 -3.504 0.00
O -4.086 3.397 -2.562 -0.67
H -2.624 1.346 -2.892 -0.57
H -1.806 1.785 -4.287 0.37
H -3.480 1.401 -4.332 0.63
H -3.466 3.790 -4.391 0.40
H -2.221 3.902 -3.163 0.07
H -4.416 2.521 -2.212 0.18
C 0.592 3.466 3.917 -1.19
C 1.343 3.631 2.650 0.94
O 1.337 5.056 2.278 -0.87
H 1.101 4.002 4.770 0.25
H 0.578 2.445 4.129 0.07
H -0.420 3.811 3.741 0.36
H 0.888 3.094 1.866 -0.18
H 2.353 3.364 2.892 0.11
H 2.090 5.242 1.716 0.22

---

2.
88
Properties=species:S:1:pos:R:3:mulliken_charge:R:1 method="wB97M-V/def2-TZVPD" mol_weight_g_mol=1076.230 total_charge=-1 orbital_gap_ev=6.45 fmax_ha_per_bohr=0.0218
Sc 1.376 0.101 1.746 -0.49
C 3.385 0.621 5.535 -1.52
C 3.082 -0.208 4.309 0.86
O 1.969 0.032 3.732 -0.30
C 3.959 -1.194 3.906 -1.44
C 3.746 -1.962 2.727 1.24
C 4.570 -3.202 2.503 -1.47
N 2.861 -1.596 1.844 1.21
N 2.722 -2.455 0.758 -0.69
C 1.753 -2.097 -0.035 0.08
O 0.993 -1.064 0.118 0.81
C 1.485 -3.038 -1.159 -0.08
C 0.227 -3.047 -1.756 -0.11
C -0.075 -3.984 -2.734 -0.82
C 0.882 -4.899 -3.145 -0.43
C 2.140 -4.891 -2.555 -0.77
C 2.436 -3.977 -1.559 -0.35
H 2.604 0.460 6.281 0.30
H 3.367 1.674 5.251 0.30
H 4.354 0.370 5.963 0.35
H 4.826 -1.413 4.512 0.27
H 5.213 -3.399 3.359 0.44
H 5.179 -3.091 1.604 0.28
H 3.910 -4.053 2.338 0.30
H -0.503 -2.324 -1.415 0.40
H -1.066 -4.016 -3.171 0.46
H 0.648 -5.623 -3.916 0.39
H 2.885 -5.614 -2.865 0.39
H 3.396 -3.969 -1.061 0.48
N -2.093 0.672 4.597 -0.09
C -1.892 2.030 4.506 -0.89
C -0.874 2.196 3.614 -0.87
N -0.456 0.980 3.169 0.92
C -1.199 0.079 3.764 0.00
C -1.035 -1.320 3.457 -0.13
N -0.176 -1.705 2.543 1.10
C -0.282 -3.061 2.449 -0.61
C -1.225 -3.509 3.326 -1.07
N -1.703 -2.388 3.965 -0.05
H -2.767 0.224 5.188 0.15
H -2.485 2.731 5.065 0.43
H -0.427 3.100 3.234 0.54
H 0.333 -3.621 1.763 0.43
H -1.598 -4.494 3.542 0.42
H -2.407 -2.382 4.680 0.16
N 3.293 0.535 -0.235 -0.30
N 3.369 1.931 -0.219 -0.32
C 2.851 2.635 0.878 0.46
O 3.123 3.823 0.972 -0.77
O 2.125 1.923 1.662 -0.26
H 4.190 0.102 -0.055 0.24
H 2.930 0.218 -1.124 0.11
H 4.056 2.397 -0.784 0.21
F -0.149 2.998 -4.146 -0.32
C -0.691 3.845 -3.257 0.77
C -1.490 3.371 -2.233 -0.97
C -2.073 4.339 -1.427 0.15
F -2.911 3.961 -0.450 -0.34
C -1.859 5.693 -1.593 0.01
F -2.455 6.591 -0.801 -0.32
C -1.025 6.122 -2.610 0.72
F -0.800 7.425 -2.789 -0.32
C -0.448 5.194 -3.454 0.06
F 0.324 5.610 -4.465 -0.32
Ge -1.627 1.474 -1.522 1.45
S -0.833 1.478 0.414 0.05
C -3.644 1.216 -1.540 -0.52
C -4.267 0.460 -0.562 -0.18
F -3.543 -0.287 0.279 -0.21
C -5.644 0.412 -0.418 -0.09
F -6.209 -0.327 0.545 -0.33
C -6.444 1.131 -1.286 0.73
F -7.773 1.090 -1.166 -0.32
C -5.860 1.878 -2.291 0.17
F -6.633 2.554 -3.150 -0.32
C -4.481 1.909 -2.397 0.58
F -3.961 2.631 -3.404 -0.38
C -0.978 0.338 -3.055 -0.90
C 0.372 0.401 -3.359 0.35
F 1.170 1.175 -2.615 -0.54
C 0.933 -0.293 -4.413 0.33
F 2.234 -0.189 -4.692 -0.37
C 0.129 -1.110 -5.185 0.64
F 0.645 -1.794 -6.203 -0.36
C -1.212 -1.242 -4.874 0.05
F -1.980 -2.071 -5.593 -0.41
C -1.743 -0.527 -3.815 0.91
F -3.048 -0.699 -3.551 -0.33

---

3.
70
Properties=species:S:1:pos:R:3:mulliken_spin:R:1 method="wB97M-V/def2-TZVPD" de_lowest_kj_mol=237.0 multiplicity=2 mol_weight_g_mol=943.455 total_charge=-1 orbital_gap_ev="6.95 / 6.65" fmax_ha_per_bohr=0.0528
Au 0.391 0.217 -0.225 -0.02
Cl 1.334 1.960 2.617 0.00
C 0.385 0.527 2.855 0.00
C -0.129 -0.137 1.740 0.00
C -0.987 -1.198 2.010 0.00
Cl -1.709 -2.013 0.650 0.00
C -1.319 -1.604 3.297 0.00
Cl -2.441 -2.888 3.557 0.00
C -0.739 -0.957 4.384 0.00
Cl -1.093 -1.474 5.994 0.00
C 0.120 0.116 4.161 0.00
Cl 0.830 0.933 5.507 0.00
C -0.080 6.037 2.190 0.00
C -1.165 5.315 2.662 0.00
C -1.621 4.204 1.963 0.00
C -1.014 3.794 0.774 0.00
C 0.057 4.556 0.297 0.00
C 0.523 5.662 0.995 0.00
Ge -1.475 2.060 -0.022 -0.03
C -2.231 2.455 -1.789 0.02
C -2.335 1.471 -2.775 0.02
C -2.870 1.767 -4.023 0.00
C -3.342 3.044 -4.297 0.00
C -3.263 4.030 -3.322 0.00
C -2.691 3.740 -2.088 -0.01
C -3.016 1.371 0.995 0.00
C -4.180 0.992 0.323 0.00
C -5.239 0.390 0.995 0.00
C -5.149 0.137 2.356 0.00
C -4.004 0.510 3.047 0.00
C -2.954 1.121 2.372 0.00
H 0.297 6.885 2.749 0.00
H -1.652 5.608 3.585 0.00
H -2.468 3.651 2.350 0.00
H 0.535 4.285 -0.633 0.02
H 1.370 6.222 0.616 0.00
H -1.988 0.467 -2.566 -0.02
H -2.906 0.999 -4.788 0.00
H -3.778 3.269 -5.263 0.00
H -3.649 5.023 -3.521 0.00
H -2.607 4.526 -1.345 0.00
H -4.262 1.168 -0.744 0.00
H -6.135 0.115 0.451 0.00
H -5.966 -0.350 2.876 0.00
H -3.922 0.317 4.111 0.00
H -2.072 1.405 2.932 0.00
N 7.719 -1.352 0.320 0.00
C 6.600 -1.099 0.237 0.00
C 5.193 -0.783 0.132 0.00
C 4.666 -0.334 -1.075 0.00
C 3.312 -0.050 -1.178 0.02
C 2.450 -0.199 -0.089 0.03
C 3.004 -0.658 1.113 0.00
C 4.356 -0.942 1.233 0.00
H 5.318 -0.215 -1.931 0.00
H 2.935 0.290 -2.132 -0.02
H 2.374 -0.798 1.981 0.00
H 4.766 -1.290 2.173 0.00
N 0.412 0.527 -2.190 0.62
C 0.953 1.562 -2.854 -0.05
C 0.876 1.574 -4.275 0.19
C 1.349 2.641 -5.009 -0.11
C 1.911 3.747 -4.366 0.23
C 2.036 3.747 -2.976 -0.12
C 1.590 2.670 -2.236 0.17
H 0.444 0.704 -4.756 0.00
H 1.278 2.626 -6.091 0.00
H 2.247 4.599 -4.942 0.02
H 2.498 4.591 -2.476 0.00
H 1.689 2.642 -1.157 0.03

---

4.
75
Properties=species:S:1:pos:R:3:mulliken_spin:R:1 method="wB97M-V/def2-TZVPD" de_lowest_kj_mol=0.0 multiplicity=6 mol_weight_g_mol=817.617 orbital_gap_ev="6.99 / 6.43" fmax_ha_per_bohr=0.0652
Ru 0.039 -2.272 0.455 4.15
Br 4.377 -6.640 4.968 0.00
C 3.478 -5.589 3.614 0.02
C 3.354 -6.164 2.334 -0.01
C 2.777 -5.383 1.375 0.02
C 2.257 -4.071 1.676 0.00
O 1.762 -3.511 0.629 0.19
C 2.284 -3.584 2.974 0.03
C 1.714 -2.277 3.341 0.01
N 0.980 -1.586 2.525 0.11
C 0.459 -0.317 2.908 -0.03
C -0.276 -0.020 4.017 0.00
C -0.798 1.320 4.211 0.00
C -0.512 2.348 3.361 0.00
C 0.280 2.076 2.181 -0.01
C 0.659 3.057 1.178 0.00
C 1.519 2.690 0.152 0.00
C 1.874 1.338 0.055 0.01
N 1.488 0.412 0.891 0.01
C 0.660 0.773 1.935 -0.02
C 3.024 -4.329 3.898 0.00
H 3.712 -7.149 2.097 0.00
H 2.757 -5.723 0.376 0.00
H 1.866 -1.945 4.336 0.01
H -0.509 -0.779 4.767 0.00
H -1.371 1.509 5.167 0.00
H -0.918 3.344 3.454 0.00
H 0.352 4.106 1.285 0.00
H 1.956 3.390 -0.585 0.00
H 2.605 1.177 -0.796 0.00
H 3.216 -3.857 4.866 0.00
C -1.763 3.841 -3.745 0.00
C -2.646 3.633 -2.506 0.00
C -2.738 4.896 -1.605 0.00
C -3.887 4.610 -0.614 0.00
C -3.715 3.326 0.088 0.00
C -4.381 3.127 1.288 0.00
C -4.229 1.920 1.961 0.00
F -4.834 1.796 3.164 0.00
C -3.347 0.972 1.479 -0.01
C -2.737 1.147 0.252 0.01
C -1.790 0.151 -0.100 -0.02
O -1.394 -0.696 0.755 0.08
C -1.235 0.328 -1.424 -0.03
C -1.499 1.477 -2.064 0.00
N -2.328 2.445 -1.666 0.00
C -2.927 2.285 -0.478 0.01
C -0.194 -0.537 -2.124 0.04
O 0.271 -0.250 -3.192 0.03
O 0.266 -1.581 -1.416 0.23
H -2.183 4.666 -4.376 0.00
H -1.763 3.051 -4.509 0.00
H -0.729 4.114 -3.456 0.00
H -3.672 3.463 -2.872 0.00
H -2.872 5.832 -2.152 0.00
H -1.769 5.128 -1.048 0.00
H -4.828 4.570 -1.177 0.00
H -4.011 5.350 0.148 0.00
H -4.973 3.938 1.728 0.00
H -3.243 0.085 2.145 0.00
H -1.007 1.612 -2.977 0.00
N 0.895 -3.016 -6.444 0.00
C 1.598 -2.803 -5.574 0.00
C 2.407 -2.467 -4.445 0.00
C 2.410 -3.286 -3.334 0.00
C 3.245 -2.909 -2.281 -0.01
C 3.952 -1.695 -2.404 0.00
N 3.997 -1.000 -3.505 0.00
C 3.294 -1.430 -4.520 0.00
H 1.773 -4.114 -3.261 0.00
H 3.154 -3.472 -1.336 0.00
H 4.634 -1.289 -1.664 0.00
H 3.284 -0.940 -5.466 0.00
N -2.101 -4.777 0.472 0.12
C -1.446 -3.841 0.610 0.05

---

5.
71
Properties=species:S:1:pos:R:3:mulliken_spin:R:1 method="wB97M-V/def2-TZVPD" de_lowest_kj_mol=254.5 multiplicity=3 mol_weight_g_mol=771.479 total_charge=-2 orbital_gap_ev="4.99 / 5.56" fmax_ha_per_bohr=0.0121
W -1.373 0.900 0.854 1.00
O -0.948 -2.709 5.120 0.00
C -1.218 -3.596 4.146 0.02
C -1.306 -4.935 4.531 -0.01
C -1.598 -5.921 3.609 0.02
C -1.812 -5.588 2.279 -0.01
C -1.717 -4.265 1.881 0.02
C -1.413 -3.245 2.786 0.00
C -1.312 -1.827 2.351 0.06
O -1.354 -1.432 1.058 0.03
N -1.180 -0.910 3.254 -0.05
N -1.033 0.386 2.833 0.12
C -1.072 1.360 3.798 0.53
C -1.241 2.681 3.313 -0.07
C -1.235 3.821 4.142 0.14
C -1.417 5.077 3.594 -0.11
C -1.600 5.220 2.220 0.19
C -1.596 4.093 1.395 -0.11
C -1.416 2.818 1.905 0.17
O -3.100 0.995 0.757 0.03
H -0.966 -1.809 4.683 0.00
H -1.141 -5.160 5.578 0.00
H -1.657 -6.955 3.933 0.00
H -2.039 -6.350 1.544 0.00
H -1.862 -3.973 0.847 0.01
H -1.040 1.081 4.844 0.03
H -1.078 3.710 5.211 0.00
H -1.412 5.951 4.237 -0.01
H -1.734 6.208 1.791 0.02
H -1.712 4.219 0.323 -0.01
N 3.086 3.577 -8.223 0.00
C 2.654 3.227 -7.214 0.00
C 2.114 2.788 -5.955 0.00
C 1.614 3.723 -5.044 0.00
C 1.100 3.297 -3.837 0.00
C 1.058 1.934 -3.492 0.01
C 1.596 1.021 -4.413 0.00
C 2.104 1.432 -5.632 0.00
C 0.500 1.507 -2.206 -0.04
C 1.000 2.147 -0.987 -0.02
C 2.095 2.999 -0.869 0.00
C 2.355 3.148 0.513 0.02
C 1.415 2.391 1.169 -0.02
N 0.580 1.773 0.277 -0.02
C -0.396 0.474 -2.136 0.01
C -0.864 -0.435 -3.208 0.01
C -1.580 -1.418 -2.660 0.00
C -1.736 -1.201 -1.187 0.01
N -1.015 0.089 -0.992 0.02
H 1.624 4.776 -5.293 0.00
H 0.704 4.014 -3.131 0.00
H 1.646 -0.023 -4.136 0.00
H 2.516 0.709 -6.324 0.00
H 2.684 3.393 -1.682 0.00
H 3.137 3.734 0.973 0.00
H 1.249 2.280 2.230 0.02
H -0.641 -0.324 -4.257 0.00
H -2.020 -2.252 -3.189 0.00
H -2.797 -1.027 -0.961 -0.02
C -1.209 -2.248 -0.232 0.01
C 0.171 -2.657 -0.382 -0.03
C 1.196 -2.413 0.552 0.01
C 2.487 -2.884 0.359 0.00
C 2.833 -3.610 -0.770 0.00
C 1.836 -3.857 -1.713 0.00
C 0.547 -3.407 -1.521 0.00
H 1.000 -1.814 1.431 0.00
H 3.238 -2.654 1.108 0.00
H 3.844 -3.970 -0.917 0.00
H 2.065 -4.426 -2.609 0.00
H -0.209 -3.656 -2.257 0.00